No. 1
Molecular formula: C23H28N4O4S
Method: DFT, wB97M-V/def2-TZVPD

Calculated values
- Net charge: 0
- 2S+1: 1
- Electronic energy: -1811.47326 Ha

The geometry in XYZ format:
```
60
Properties=species:S:1:pos:R:3:forces:R:3:lowdin_charge:R:1
C -0.9991 0.3565 -6.1073 -0.09 -0.08 -0.20 -0.082
H -1.5588 -0.5484 -5.8743 0.02 0.06 -0.08 0.095
O -0.4029 0.7498 -4.8972 0.32 0.29 0.29 -0.114
C 0.3505 1.8962 -4.8726 0.03 -0.08 0.11 -0.197
C 0.6153 2.6588 -6.0014 -0.11 -0.10 -0.12 -0.029
C 1.4302 3.7771 -5.9349 0.02 0.03 0.01 -0.095
C 1.9864 4.1514 -4.7278 0.09 0.05 -0.07 -0.097
C 1.7079 3.4144 -3.5926 -0.07 -0.10 -0.15 -0.026
C 0.8935 2.2849 -3.6300 -0.04 0.15 -0.28 -0.160
N 0.6429 1.6267 -2.4220 -0.02 -0.19 0.08 -0.099
C 1.7625 1.0735 -1.6928 0.14 0.07 0.32 -0.133
H 2.6614 1.6549 -1.8962 -0.03 -0.04 0.01 0.120
C 1.4436 1.1007 -0.1931 0.40 -0.08 -0.20 -0.124
N 0.2300 0.3573 0.0506 -0.18 0.37 -0.18 -0.056
C 0.1114 -0.8366 0.6821 0.20 -0.03 0.15 -0.441
O -0.9636 -1.4103 0.7370 -0.05 -0.29 -0.09 0.052
C 1.3553 -1.3637 1.3792 -0.24 -0.31 0.07 -0.100
C 1.0630 -2.6673 2.1276 0.02 0.16 0.03 -0.172
H -0.0002 -2.6803 2.3686 0.10 -0.07 -0.10 0.094
C 1.8943 -2.8334 3.4087 -0.03 -0.15 0.02 -0.185
H 2.3552 -1.8816 3.6798 0.10 0.01 -0.01 0.103
H 2.7032 -3.5437 3.2279 0.06 0.05 0.02 0.107
C 1.0664 -3.3181 4.6022 0.06 0.22 -0.02 -0.167
H 0.3444 -4.0693 4.2804 0.02 -0.08 0.05 0.111
H 1.7264 -3.7824 5.3376 -0.04 -0.05 0.05 0.113
C 0.3306 -2.1885 5.3277 0.27 -0.35 0.33 -0.122
N -0.6555 -1.5087 4.4948 0.03 -0.15 0.14 0.076
C -0.3219 -0.2696 3.9946 -0.19 0.40 -0.13 -0.478
O 0.7407 0.2758 4.2113 0.38 0.12 0.05 0.068
N -1.2810 0.3533 3.2327 -0.02 0.25 -0.18 0.194
C -2.4550 -0.2500 2.8775 -0.29 -0.90 0.50 -0.294
C -2.7501 -1.4958 3.3902 -0.35 0.39 -0.37 -0.388
C -1.8537 -2.2012 4.2678 -0.16 0.25 -0.10 -0.438
O -2.0578 -3.2773 4.7863 -0.06 -0.17 0.00 0.082
S -4.2685 -2.0737 2.8085 0.29 0.28 0.00 1.091
C -4.4884 -0.6357 1.9020 0.19 -0.26 0.25 -0.381
C -3.4625 0.2497 2.0259 -0.13 0.03 -0.07 -0.114
H -3.4178 1.2028 1.5317 -0.02 0.18 -0.12 0.110
H -5.3767 -0.5191 1.3130 -0.17 0.06 -0.13 0.068
H -1.0272 1.2471 2.8371 0.11 -0.16 0.12 0.169
H 1.0393 -1.4296 5.6633 -0.13 -0.12 -0.01 0.125
H -0.2050 -2.6046 6.1849 0.08 0.12 -0.08 0.128
H 1.2322 -3.5136 1.4603 -0.09 -0.03 0.01 0.120
H 1.6818 -0.6002 2.0897 0.09 0.03 -0.07 0.103
H 2.1513 -1.5107 0.6470 0.07 0.11 0.00 0.124
C -0.8863 0.8769 -0.7143 -0.33 -0.19 -0.26 -0.120
C -0.5596 0.8543 -2.2114 -0.33 0.09 0.38 -0.137
H -1.3808 1.3059 -2.7655 0.02 -0.07 0.02 0.131
H -0.4447 -0.1904 -2.5359 -0.06 0.07 0.01 0.133
H -1.7564 0.2535 -0.5039 0.08 0.11 -0.01 0.115
H -1.0793 1.9086 -0.3996 -0.03 0.00 -0.05 0.128
H 2.2748 0.6991 0.3808 -0.05 0.00 0.02 0.115
H 1.2750 2.1400 0.1133 0.10 -0.05 -0.02 0.132
H 1.9467 0.0281 -1.9964 0.06 0.04 0.02 0.135
H 2.1183 3.7204 -2.6419 -0.02 0.03 0.13 0.113
H 2.6238 5.0200 -4.6639 0.05 0.08 0.01 0.100
H 1.6274 4.3450 -6.8311 0.01 0.05 -0.08 0.101
H 0.2043 2.3731 -6.9567 -0.06 -0.06 -0.06 0.100
H -1.6875 1.1189 -6.4864 0.04 -0.02 0.01 0.098
H -0.2501 0.1289 -6.8730 -0.04 0.03 0.02 0.096
```
Forces are in eV/Å.



No. 2
Molecular formula: C23H28N6O2S
Method: DFT, wB97M-V/def2-TZVPD

Calculated values
- Net charge: 0
- 2S+1: 1
- Electronic energy: -1770.43419 Ha

The geometry in XYZ format:
```
60
Properties=species:S:1:pos:R:3:forces:R:3:lowdin_charge:R:1
C 7.0764 1.8358 -0.1752 -0.35 0.01 0.24 -0.065
C 6.2004 1.8140 1.0747 0.41 -0.06 -0.06 -0.250
O 4.8706 2.2161 0.8168 -0.17 0.13 0.00 -0.054
C 3.9979 1.3538 0.2272 -0.32 0.01 -0.12 -0.260
C 2.7334 1.8632 -0.0276 0.25 -0.19 0.03 0.062
C 1.7418 1.0744 -0.6081 0.41 -0.43 0.00 -0.142
C 2.0404 -0.2579 -0.9495 0.34 0.58 0.30 -0.198
C 3.3091 -0.7670 -0.6910 -0.18 0.07 -0.05 -0.004
C 4.2763 0.0238 -0.1095 0.11 0.15 0.11 -0.010
H 5.2444 -0.4083 0.0864 0.10 0.00 0.02 0.106
H 3.5340 -1.7933 -0.9420 0.03 -0.11 -0.02 0.116
N 1.0659 -1.0230 -1.5360 -0.16 -0.37 -0.16 0.182
C -0.2269 -0.6311 -1.7594 0.48 -0.10 -0.09 -0.432
O -1.0245 -1.4154 -2.2642 -0.29 -0.02 -0.15 0.026
C -0.5433 0.7358 -1.3604 0.13 0.58 -0.03 -0.114
C 0.4130 1.5394 -0.8429 -0.39 -0.26 -0.42 0.042
H 0.1736 2.5583 -0.5730 -0.09 0.14 0.04 0.122
C -1.9873 1.1481 -1.4538 0.00 -0.06 -0.21 -0.118
N -2.7593 0.8519 -0.2532 0.00 -0.04 0.09 -0.150
C -2.8859 -0.5531 0.0471 -0.51 -0.01 -0.12 -0.119
C -1.6871 -1.2093 0.6600 0.20 -0.63 0.21 -0.247
N -0.6747 -0.5527 1.1890 -0.63 0.48 -0.10 0.081
N 0.2135 -1.4544 1.5765 0.72 0.12 0.41 -0.009
N -0.1961 -2.6241 1.3291 0.19 -1.08 -0.02 0.052
N -1.4044 -2.5356 0.7575 0.03 1.37 0.25 0.002
C -2.0554 -3.7806 0.3579 -0.10 -0.85 -0.22 -0.543
C -3.5467 -3.5915 0.0970 0.23 0.15 0.01 -0.027
H -3.7238 -3.0564 -0.8304 -0.07 0.06 -0.09 0.081
H -4.0261 -3.0636 0.9179 -0.09 0.04 0.09 0.088
H -4.0091 -4.5719 0.0104 0.01 -0.07 -0.01 0.092
C -1.8632 -4.7744 1.5084 0.03 0.08 -0.08 -0.042
H -2.2534 -5.7467 1.2210 -0.09 -0.08 -0.07 0.086
H -2.3910 -4.4343 2.3972 -0.05 0.02 0.10 0.088
H -0.8085 -4.8719 1.7497 -0.02 -0.07 0.02 0.070
C -1.3467 -4.2764 -0.9051 -0.13 0.08 0.03 -0.027
H -1.3706 -3.5051 -1.6734 0.01 -0.03 -0.01 0.060
H -1.8391 -5.1679 -1.2828 -0.06 -0.17 -0.01 0.088
H -0.3100 -4.5150 -0.6774 0.09 -0.04 0.02 0.082
H -3.7393 -0.6730 0.7267 0.06 -0.08 -0.09 0.132
H -3.1127 -1.0582 -0.8936 -0.05 0.00 0.15 0.115
C -2.4532 1.7012 0.8866 0.06 0.07 0.11 -0.218
C -2.8192 3.1165 0.5949 -0.32 0.08 -0.08 -0.530
C -2.0755 4.2411 0.7702 -0.04 -0.28 0.04 -0.143
C -2.7530 5.4219 0.3870 -0.16 0.21 -0.08 -0.193
C -4.0013 5.1738 -0.0794 -0.19 -0.28 0.02 -0.419
S -4.3808 3.4948 -0.0555 0.49 0.23 0.09 1.036
H -4.7300 5.8720 -0.4403 -0.11 0.20 -0.07 0.056
H -2.3235 6.4055 0.4549 0.04 0.18 -0.02 0.098
H -1.0768 4.2310 1.1703 0.21 -0.07 0.08 0.108
H -3.0553 1.3366 1.7264 0.13 -0.04 0.02 0.131
H -1.3966 1.6478 1.1857 -0.23 0.08 0.04 0.104
H -2.4599 0.6146 -2.2834 0.06 0.15 0.02 0.131
H -2.0616 2.2230 -1.6314 0.02 -0.07 -0.06 0.122
H 1.2904 -1.9817 -1.7770 -0.17 0.16 0.00 0.165
H 2.5214 2.8848 0.2451 -0.03 0.15 0.04 0.128
H 6.5688 2.5500 1.7951 -0.04 -0.18 -0.04 0.123
H 6.2225 0.8269 1.5524 -0.03 0.11 0.02 0.116
H 6.7102 1.1349 -0.9214 0.03 -0.06 -0.08 0.066
H 8.0968 1.5709 0.0881 0.13 -0.04 0.00 0.076
H 7.0709 2.8320 -0.6102 0.03 0.08 -0.05 0.079
```
Forces are in eV/Å.



No. 3
Molecular formula: C23H29AgN5STe
Method: DFT, wB97M-V/def2-TZVPD

Calculated values
- Net charge: +1
- 2S+1: 1
- Electronic energy: -1980.56890 Ha

The geometry in XYZ format:
```
60
Properties=species:S:1:pos:R:3:forces:R:3:lowdin_charge:R:1
Ag 0.0866 0.1961 0.7728 -0.21 -0.11 -0.13 0.456
C 5.5113 1.3380 0.5570 0.33 -0.56 -0.01 -0.044
N 4.5929 2.4442 0.5614 -0.58 0.29 0.03 -0.136
C 4.9465 3.7630 0.6263 -0.21 0.65 0.00 -0.023
C 3.8157 4.4877 0.6361 0.51 0.17 0.04 -0.023
N 2.7379 3.6135 0.5793 0.81 -0.54 0.01 0.026
C 3.2412 2.3337 0.5248 -0.11 -0.10 -0.01 -0.670
S 2.5549 0.8103 0.3748 -0.44 -0.63 -0.05 0.594
C 1.4047 4.0519 0.6012 -1.11 0.19 0.01 -0.241
C 1.1290 5.4243 0.5861 0.15 -0.06 -0.01 0.010
C -0.1819 5.8558 0.6149 0.01 -0.27 -0.01 -0.036
C -1.1896 4.9051 0.6472 0.05 0.04 0.01 -0.040
C -0.8137 3.5787 0.6608 -0.05 0.05 -0.01 -0.140
N 0.4403 3.1389 0.6447 0.47 0.25 0.00 0.099
H 6.5279 1.7219 0.5760 -0.04 0.10 0.00 0.098
H 5.3741 0.7288 -0.3359 -0.03 0.04 0.03 0.088
H 5.3519 0.7071 1.4318 -0.05 0.02 -0.05 0.096
H 5.9663 4.0912 0.6580 0.13 -0.01 0.01 0.134
H 3.7016 5.5477 0.6848 0.05 0.10 0.03 0.111
H 1.9137 6.1574 0.5504 0.05 0.08 -0.02 0.098
H -0.4075 6.9123 0.6077 0.02 0.03 -0.01 0.120
H -2.2321 5.1764 0.6624 -0.10 0.05 0.01 0.112
H -1.5578 2.8030 0.6859 -0.23 -0.07 0.01 0.057
C -2.9705 -1.4766 0.5575 0.12 -0.23 0.03 -0.160
C -4.5178 -1.3755 0.5665 -0.12 -0.12 -0.01 -0.147
N -4.9448 0.0137 0.5849 -0.23 0.02 0.01 -0.166
C -4.4298 0.6548 1.7806 -0.03 -0.01 0.10 -0.150
C -2.8889 0.5415 1.8110 -0.01 0.16 0.15 -0.162
N -2.3896 -0.1169 0.5815 0.38 0.10 0.06 -0.216
C -2.8876 0.5802 -0.6264 0.04 0.18 -0.14 -0.153
C -4.4293 0.6881 -0.5922 -0.03 -0.01 -0.09 -0.150
H -2.6167 -1.9943 -0.3362 0.08 0.07 0.01 0.114
H -2.6061 -2.0302 1.4252 0.07 0.07 -0.02 0.111
H -4.9405 -1.8632 1.4446 0.02 -0.10 -0.01 0.122
H -4.9493 -1.8429 -0.3186 0.02 -0.09 0.01 0.122
H -4.8714 0.1612 2.6469 -0.01 0.07 0.04 0.122
H -4.7518 1.6976 1.7830 -0.01 -0.02 0.03 0.121
H -2.5608 -0.0588 2.6622 0.08 0.02 -0.06 0.119
H -2.4295 1.5252 1.9092 0.04 -0.04 -0.01 0.087
H -2.5605 0.0060 -1.4954 0.09 0.03 0.06 0.118
H -2.4286 1.5662 -0.6955 0.06 -0.03 0.02 0.092
H -4.8707 0.2181 -1.4717 -0.01 0.07 -0.04 0.122
H -4.7563 1.7287 -0.5644 0.01 -0.01 -0.04 0.120
C 0.3896 -4.5131 0.4746 -0.10 0.24 0.25 -0.399
Te 1.2544 -2.5528 0.8940 -0.16 -0.46 -0.49 1.183
C 1.3076 -2.4832 -1.2683 -0.04 0.31 0.11 -0.432
C 1.3953 -3.9075 -1.7175 0.01 -0.18 0.08 -0.309
C 1.8685 -4.2370 -2.9784 -0.02 0.02 0.00 -0.037
C 1.9160 -5.5607 -3.3793 0.01 0.02 -0.03 -0.073
C 1.5066 -6.5612 -2.5124 -0.02 -0.04 -0.02 -0.072
C 1.0359 -6.2360 -1.2513 -0.04 -0.02 0.01 -0.034
C 0.9648 -4.9087 -0.8523 0.10 0.09 -0.14 -0.308
H -0.6982 -4.4492 0.4158 0.05 0.12 0.12 0.058
H 0.6578 -5.2148 1.2608 0.02 0.10 0.08 0.057
H 2.1565 -1.8945 -1.6060 0.02 0.07 0.06 0.051
H 0.3883 -2.0210 -1.6380 0.09 0.07 0.11 0.056
H 2.1963 -3.4495 -3.6422 0.05 0.03 -0.09 0.116
H 2.2769 -5.8094 -4.3650 0.06 -0.05 -0.09 0.106
H 1.5529 -7.5950 -2.8211 0.01 -0.07 0.00 0.107
H 0.7174 -7.0162 -0.5746 -0.03 -0.08 0.05 0.117
```
Forces are in eV/Å.



No. 4
Molecular formula: C23H29AsBBrCrF4NO7SSb2
Method: DFT, wB97M-V/def2-TZVPD

Calculated values
- Net charge: 0
- 2S+1: 4
- Electronic energy: -8632.86187 Ha

The geometry in XYZ format:
```
71
Properties=species:S:1:pos:R:3:forces:R:3:mulliken_spin:R:1
Cr -0.0669 0.1509 -0.0929 -0.16 0.06 -0.59 3.354
C -4.2949 -0.9496 -0.4550 0.02 -0.05 -0.02 -0.028
Sb -2.3730 -1.2030 0.3994 0.30 0.16 0.18 -0.146
C -2.9742 -0.5805 2.3439 -0.15 0.01 -0.01 -0.008
C -1.9556 -3.2815 0.7498 0.00 -0.01 -0.11 -0.010
C -2.3823 -3.6338 2.1361 -0.03 -0.05 -0.08 0.007
C -3.6608 -4.1705 2.2998 -0.03 0.00 0.02 -0.003
C -4.1944 -4.4180 3.5517 0.01 0.00 -0.02 0.002
C -3.4397 -4.1221 4.6766 0.00 0.00 -0.01 -0.004
C -2.1674 -3.6002 4.5214 -0.02 0.00 0.03 0.004
C -1.6107 -3.3495 3.2659 0.02 0.04 0.09 -0.002
C -0.1848 -2.8398 3.2750 0.07 -0.04 0.05 -0.021
Sb 0.8540 -1.5731 1.8611 -0.05 0.18 -0.07 -0.092
C 1.9906 -3.0370 0.8307 0.04 -0.04 0.02 -0.005
C 2.2794 -0.8464 3.2393 0.01 0.00 0.04 -0.002
H -5.0002 -1.4254 0.2260 -0.02 -0.01 -0.02 -0.008
H -4.3259 -1.3919 -1.4439 -0.02 0.01 -0.01 0.001
H -4.5040 0.1181 -0.4996 0.00 0.02 0.00 0.001
H -3.7843 -1.2252 2.6863 0.01 0.00 0.01 -0.005
H -3.3218 0.4500 2.2759 0.00 0.00 0.00 0.003
H -2.1553 -0.6100 3.0534 0.08 0.00 0.05 0.002
H -0.8953 -3.4303 0.5464 -0.04 0.02 -0.01 0.002
H -2.5026 -3.8275 -0.0164 -0.01 -0.01 0.02 0.000
H -4.2458 -4.3882 1.4133 -0.01 0.00 -0.01 0.000
H -5.1889 -4.8333 3.6469 0.00 0.00 0.00 0.000
H -3.8353 -4.2965 5.6683 0.00 0.00 0.00 0.000
H -1.5800 -3.3743 5.4038 0.01 0.00 0.00 0.000
H 0.4892 -3.7011 3.3323 0.02 0.00 -0.02 -0.002
H -0.0378 -2.2894 4.2063 0.02 -0.01 0.01 -0.001
H 2.3705 -3.7808 1.5305 -0.01 0.01 0.00 -0.002
H 2.8205 -2.5207 0.3507 -0.01 0.01 0.00 0.001
H 1.3840 -3.5164 0.0654 0.00 -0.01 0.00 0.001
H 2.8933 -1.6705 3.6002 -0.01 -0.02 0.00 -0.002
H 1.7513 -0.3742 4.0645 0.02 0.01 -0.02 0.000
H 2.8975 -0.1118 2.7295 -0.01 -0.01 0.01 0.000
O -3.2270 3.6199 -4.2278 0.00 0.00 0.02 0.001
C -2.5984 2.8170 -3.3522 0.00 -0.01 0.01 0.004
C -2.8623 2.8338 -1.9788 0.03 -0.01 -0.02 -0.003
C -2.1569 1.9778 -1.1789 -0.03 0.01 0.01 0.016
N -1.2318 1.1043 -1.6308 -0.09 0.18 0.04 -0.064
C -1.0016 1.1036 -2.9437 -0.09 -0.10 -0.08 -0.004
Br -2.1812 -2.4337 -2.7423 -0.27 -0.03 0.03 -0.009
C -1.6529 1.9384 -3.8384 -0.04 0.00 0.02 -0.004
H -3.8533 4.1911 -3.7684 0.02 -0.02 -0.01 0.000
H -3.5867 3.5079 -1.5425 0.00 0.01 0.00 0.000
H -2.3137 1.9927 -0.1082 0.01 -0.01 0.01 0.003
H -1.4211 1.8816 -4.8904 0.00 0.00 -0.01 -0.001
O 0.6379 -2.2904 -3.8080 0.31 0.12 -0.14 -0.001
As 0.9055 -0.9532 -2.7936 -0.06 -0.22 0.14 0.019
O -0.1175 0.2629 -3.5183 0.11 0.18 -0.04 0.003
O 0.4714 -1.2889 -1.2295 0.07 -0.14 0.07 -0.060
C 2.7597 -0.6088 -3.0401 0.01 0.00 -0.10 0.004
C 3.3907 -1.2941 -4.0727 0.00 0.01 0.01 0.000
C 4.7579 -1.1403 -4.2567 -0.01 0.00 0.01 0.001
C 5.4841 -0.3147 -3.4140 -0.01 0.00 0.00 0.000
C 4.8529 0.3671 -2.3821 0.00 0.00 0.00 0.000
C 3.4910 0.2184 -2.1900 0.01 -0.01 0.02 0.008
S 2.7102 1.1273 -0.8693 0.13 -0.15 0.08 -0.025
O 3.5047 2.2955 -0.6592 -0.13 0.05 -0.07 0.005
O 1.3457 1.3378 -1.4277 -0.03 0.03 0.32 0.023
O 2.5712 0.2243 0.2730 0.10 -0.04 -0.02 0.040
H -0.3264 -2.5442 -3.6811 -0.06 -0.08 0.06 -0.001
H 2.8192 -1.9423 -4.7222 -0.01 0.00 0.01 0.000
H 5.2497 -1.6667 -5.0631 0.00 0.00 0.00 0.000
H 6.5487 -0.1916 -3.5618 0.00 0.00 0.00 0.000
H 5.4016 1.0340 -1.7313 0.00 0.00 0.00 0.000
F -0.2269 0.9523 3.2522 -0.05 -0.06 0.04 -0.004
B -0.5458 2.0980 2.5423 -0.09 0.03 -0.07 0.005
F -1.8761 2.4326 2.6247 0.03 0.00 0.03 0.000
F 0.3196 3.1207 2.7311 0.01 0.03 0.05 0.000
F -0.3744 1.6880 1.0503 0.05 -0.03 0.02 0.012
```
Forces are in eV/Å.